79
Properties=species:S:1:pos:R:3:forces:R:3 method="wB97M-V/def2-TZVPD" max_force_ha_per_bohr=0.0255 e_lumo_ha="0.1314 / 0.1310" total_charge=-2 multiplicity=2 e_above_lowest_kcal_mol=12.8
Na -0.321085 -0.430056 0.061825 0.0793 0.1368 -0.6596
O -1.303640 4.097499 3.378070 -0.1516 -0.0720 -0.1108
C -0.127525 4.574676 3.556606 0.2372 0.0971 0.1885
C 0.097140 5.973701 3.725319 -0.0810 0.0163 -0.0358
C 1.345614 6.487771 3.991441 0.0145 -0.0558 0.0264
C 2.459142 5.650191 4.099683 0.1072 0.0966 -0.0128
C 2.290755 4.291787 3.886551 -0.0486 -0.0126 -0.0204
C 1.043923 3.745314 3.607991 -0.1555 0.2661 0.0027
C 0.885414 2.307911 3.326673 0.0620 -0.6151 -0.1285
O -0.342558 1.801030 3.404079 -0.2233 0.0338 -0.2543
N 1.897200 1.592664 2.995571 0.4688 0.5218 0.2016
N 1.693862 0.294679 2.588757 -0.1422 -0.5125 -0.5911
C 1.619659 -0.610813 3.479478 -0.0162 0.2419 0.0737
C 1.536880 -2.052231 3.256905 -0.4258 -0.1159 -0.3620
C 2.013360 -2.847847 4.301534 -0.0477 -0.0504 -0.0978
C 1.926034 -4.226776 4.292532 0.1331 -0.0800 0.1889
C 1.280595 -4.836132 3.215007 0.0055 -0.0267 -0.0267
C 0.778564 -4.092398 2.176119 0.0283 -0.1001 -0.0562
C 0.901516 -2.665110 2.097121 0.2126 -0.2473 0.3570
O 0.450546 -2.053333 1.084349 0.3587 0.0259 0.5197
H -0.964370 2.615924 3.353334 -0.0468 0.1248 0.1874
H -0.765821 6.624508 3.633865 -0.0156 -0.0176 0.0389
H 1.464689 7.560030 4.122600 -0.0073 -0.0058 0.0053
H 3.436404 6.059681 4.328390 0.0014 -0.0241 -0.0174
H 3.138599 3.618441 3.930583 -0.0089 -0.0235 -0.0213
H 1.622079 -0.302596 4.533120 0.1934 0.0285 -0.0103
H 2.477462 -2.348288 5.148724 -0.0342 0.0126 -0.0032
H 2.338623 -4.818451 5.101561 -0.0377 0.0253 0.0255
H 1.168260 -5.916677 3.202776 -0.0096 -0.0028 -0.0327
H 0.269705 -4.581301 1.352656 -0.0005 0.0787 -0.0387
N -3.051644 1.528725 -1.073330 0.0352 0.2507 -0.1011
C -1.834728 1.967764 -1.569041 0.0401 0.0065 0.0349
C -1.835199 2.617803 -2.812494 -0.0033 0.0742 -0.1590
C -0.639073 3.064628 -3.329549 -0.0636 -0.0388 0.1418
C 0.527118 2.886331 -2.594644 0.0404 0.0465 0.0219
C 0.415546 2.275545 -1.358698 0.0693 0.2091 -0.1206
N -0.726493 1.814809 -0.858983 0.0278 0.0846 -0.0255
C -3.314331 0.645108 -0.043937 -0.0114 -0.1838 0.3385
C -4.606352 0.111048 0.064336 -0.1174 0.0058 0.0052
C -4.869323 -0.785929 1.077527 0.2243 0.1093 -0.0055
C -3.856527 -1.111684 1.976962 -0.1921 -0.0092 -0.0276
C -2.631957 -0.491572 1.810925 -0.0682 -0.0934 0.3017
N -2.363128 0.361823 0.831931 -0.3115 0.1790 0.0665
H -3.804953 1.618568 -1.730754 -0.0050 -0.0955 -0.0604
H -2.760939 2.752386 -3.359840 0.0027 -0.0446 0.0107
H -0.611088 3.564084 -4.290838 -0.0316 -0.0490 -0.0263
H 1.486919 3.210473 -2.973345 0.0160 0.0282 0.0687
H 1.282231 2.161599 -0.714998 0.0093 -0.0466 -0.0620
H -5.376467 0.385460 -0.646908 0.0373 -0.0268 -0.0477
H -5.851999 -1.232431 1.169217 -0.0132 0.0053 -0.0252
H -4.027854 -1.813848 2.781370 0.0799 0.0150 0.0058
H -1.809096 -0.668690 2.497374 -0.0296 -0.0843 0.0032
O -1.895223 -1.001256 -1.665607 0.0697 0.1083 0.0358
N -1.945328 -2.227443 -2.185818 0.1001 -0.3359 -0.0167
C -2.763015 -3.193857 -1.629665 -0.1484 -0.0305 0.0161
C -2.882527 -4.429502 -2.196809 -0.0278 0.1266 -0.0239
C -2.171509 -4.766786 -3.371128 0.0487 -0.2041 -0.1054
C -1.295922 -3.777325 -3.886192 -0.1063 0.0310 0.0531
C -1.192675 -2.552841 -3.293462 0.0821 0.0565 -0.1912
H -3.275313 -2.883721 -0.730641 0.0369 0.0193 0.0157
H -3.533587 -5.158534 -1.727907 -0.0133 0.0630 0.0809
H -2.254171 -5.745740 -3.823538 0.0155 0.0112 0.0116
H -0.690452 -3.988712 -4.760263 0.0663 0.0845 0.0126
H -0.523541 -1.770512 -3.622242 -0.0224 0.0182 0.0476
C 1.913807 -1.349037 -5.937306 0.0581 0.1058 0.0389
C 2.859702 -0.320738 -5.310847 -0.1662 -0.1602 -0.1657
C 2.782077 -0.342796 -3.817400 0.2726 -0.0639 0.4264
N 1.680855 -0.363711 -3.161771 0.0755 0.0992 -0.4989
N 1.815829 -0.350712 -1.816386 -0.1499 -0.0767 0.7571
C 3.044678 -0.329383 -1.406119 0.4144 0.0827 -1.2433
N 3.453722 -0.184063 -0.140699 -0.4876 0.0000 0.9943
S 4.203210 -0.331782 -2.771426 -0.7120 0.0208 0.3206
H 1.920206 -1.264864 -7.025953 0.0024 -0.0183 0.0100
H 0.901253 -1.180322 -5.575474 -0.0250 -0.0555 -0.0223
H 2.208035 -2.361458 -5.659734 -0.0342 -0.0097 0.0055
H 2.577901 0.678471 -5.657143 0.1029 0.0068 0.0190
H 3.886523 -0.504777 -5.632494 0.0152 0.0572 0.0231
H 2.742576 -0.197952 0.616209 0.3844 -0.0222 -0.3405
H 4.381193 -0.476465 0.104303 -0.0363 0.0002 0.0655

83
Properties=species:S:1:pos:R:3:forces:R:3 method="wB97M-V/def2-TZVPD" max_force_ha_per_bohr=0.0112 e_lumo_ha=-0.0151 e_above_lowest_kcal_mol=25.3
Al -0.091464 0.730422 0.311471 0.3189 -0.0987 0.0597
C -2.284308 -1.639348 3.025219 0.0117 -0.0205 0.0251
C -1.417403 -0.449857 3.415081 0.0010 0.0473 0.0077
C -1.548767 -0.104348 4.897716 -0.0202 -0.0031 -0.0044
C 0.062580 -0.648540 3.083893 -0.0738 -0.0360 -0.0326
C 0.711778 -1.810951 3.838994 0.0235 -0.0401 -0.0027
O 1.332936 -2.606625 2.810619 -0.0226 0.0499 -0.0154
C 1.063937 -2.025758 1.629535 0.0335 -0.0668 -0.0983
N 0.361492 -0.959937 1.650425 -0.0142 0.0606 0.0648
C 1.684907 -2.751366 0.487912 -0.0413 0.0679 0.0649
C 2.213351 -4.014335 0.779937 0.0054 0.0003 -0.0107
C 2.869552 -4.757444 -0.181947 -0.0061 0.0237 -0.0114
C 3.028387 -4.240878 -1.459150 0.0014 -0.0175 0.0152
C 2.504031 -2.998426 -1.757923 -0.0128 0.0009 -0.0132
C 1.816624 -2.242474 -0.808297 -0.0293 0.0285 0.0050
P 1.136352 -0.643038 -1.400141 0.1069 -0.1217 0.0010
C 0.203188 -1.173643 -2.863734 -0.0574 0.1035 -0.0701
C 0.028834 -0.285633 -3.924016 -0.0209 0.0364 0.0919
C -0.685135 -0.670933 -5.045977 -0.0431 0.0089 -0.0089
C -1.271002 -1.927973 -5.100731 0.0208 -0.0241 0.0660
C -1.148303 -2.795255 -4.022962 0.0069 0.0508 -0.0506
C -0.409375 -2.422272 -2.910010 0.0032 -0.0011 -0.0381
C 2.642071 0.156784 -2.053455 -0.0037 0.0368 0.0698
C 3.425947 0.860852 -1.141194 -0.0125 -0.0022 0.0057
C 4.627108 1.429546 -1.534751 -0.0002 0.0053 -0.0090
C 5.054205 1.306673 -2.848639 -0.0062 0.0012 0.0093
C 4.279954 0.606597 -3.762499 0.0025 0.0077 -0.0056
C 3.080973 0.031201 -3.369203 0.0369 -0.0375 -0.0103
H -3.336275 -1.379510 3.150368 0.0025 -0.0030 0.0080
H -2.085285 -2.512929 3.654303 -0.0093 0.0043 -0.0189
H -2.131845 -1.916693 1.981801 -0.0088 0.0033 -0.0142
H -1.768130 0.422959 2.867393 0.0124 -0.0083 -0.0151
H -1.241673 -0.930449 5.546926 -0.0029 0.0025 -0.0089
H -2.589211 0.125886 5.128275 0.0087 0.0000 0.0105
H -0.951116 0.774790 5.149283 0.0015 0.0006 0.0039
H 0.567697 0.282783 3.321696 0.0752 0.0675 -0.0185
H -0.006901 -2.441129 4.360192 0.0056 0.0001 -0.0140
H 1.490266 -1.498719 4.532182 -0.0061 -0.0046 0.0124
H 2.107457 -4.405750 1.779352 0.0051 -0.0088 -0.0022
H 3.265156 -5.732371 0.069689 -0.0026 0.0025 0.0011
H 3.553789 -4.802882 -2.220115 -0.0017 0.0028 0.0036
H 2.619754 -2.604817 -2.759135 0.0052 0.0069 -0.0114
H 0.427153 0.719670 -3.857238 0.0139 -0.0184 -0.0443
H -0.809844 0.025522 -5.865179 0.0033 -0.0058 -0.0004
H -1.838689 -2.225051 -5.973475 0.0035 0.0014 0.0019
H -1.624656 -3.766767 -4.048904 0.0021 0.0045 0.0016
H -0.313109 -3.110758 -2.080545 0.0000 -0.0151 0.0059
H 3.097686 0.969196 -0.116048 0.0151 -0.0025 -0.0347
H 5.222152 1.976002 -0.814872 -0.0012 0.0012 -0.0050
H 5.986391 1.758914 -3.161160 -0.0005 -0.0052 0.0004
H 4.607503 0.507400 -4.789365 0.0017 -0.0003 0.0053
H 2.492404 -0.512678 -4.095665 0.0185 -0.0003 0.0120
O -4.154321 -0.053302 -0.183283 -0.0387 -0.0206 -0.0133
P -3.127789 0.980274 0.473814 -0.0783 0.0538 0.1227
O -3.641175 1.518705 1.737753 0.0308 -0.0323 0.0240
O -1.781846 0.235875 0.518977 -0.0053 0.0009 0.0294
O -2.980993 2.089017 -0.667522 -0.1360 -0.0303 -0.1131
P -1.697582 2.863383 -1.264965 -0.2308 0.4895 0.1389
O -1.956635 2.794268 -2.841735 -0.0122 0.0814 -0.0650
O -1.651862 4.256938 -0.804539 0.0348 -0.1132 -0.0166
O -0.514555 1.953262 -0.981319 0.4454 -0.3384 -0.1395
H -4.939755 -0.086122 0.375077 -0.0365 0.0073 0.0042
H -2.125634 3.701825 -3.126035 -0.0082 -0.0264 -0.0790
Cl -4.573630 0.877428 -5.572946 0.0010 -0.0124 -0.0139
C -4.883478 0.381299 -3.897808 0.0453 0.1596 0.0659
Cl -5.741896 1.667818 -3.034408 0.0448 -0.0890 -0.0572
Cl -5.825101 -1.115002 -3.874000 -0.0364 -0.0337 -0.0019
C -3.604809 0.147540 -3.234659 0.0097 -0.0043 0.1410
N -2.619802 -0.005229 -2.671683 -0.1644 -0.1909 -0.0990
Cl -0.985377 4.862559 6.068324 0.0070 -0.0137 -0.0203
C -0.330504 4.022057 4.688376 -0.0459 0.0362 -0.0348
C 0.813031 3.261062 4.832807 0.0688 -0.0513 0.0081
C 1.318157 2.586911 3.728762 -0.0447 0.0151 0.0221
C 0.699010 2.645642 2.479152 0.0161 -0.0185 -0.0372
C 1.236397 1.849355 1.315182 -0.2614 0.0666 0.1169
C -0.438647 3.449914 2.363178 0.0330 -0.0208 0.0545
C -0.953205 4.129227 3.455682 -0.0353 0.0338 0.0033
H 1.304947 3.198707 5.794693 -0.0008 0.0021 -0.0113
H 2.223037 1.999617 3.842036 0.0190 -0.0165 0.0128
H 2.084448 1.253043 1.668917 0.0134 0.0073 -0.0062
H 1.612254 2.540752 0.553287 0.0049 0.0175 0.0144
H -0.935680 3.579717 1.408949 0.0162 -0.0331 -0.0513
H -1.840130 4.737800 3.344004 -0.0043 -0.0116 0.0176

80
Properties=species:S:1:pos:R:3:forces:R:3 method="wB97M-V/def2-TZVPD" max_force_ha_per_bohr=0.0208 e_lumo_ha=0.0841 total_charge=-1 e_above_lowest_kcal_mol=9.4
Ba 1.265972 1.218548 -0.397725 0.3694 -0.9967 -0.1176
O 1.908228 3.539479 -4.369813 -0.0213 -0.0317 0.0085
C 1.720441 2.735646 -5.432520 -0.0112 -0.0177 -0.0196
C 1.716223 3.325862 -6.699087 0.0012 -0.0009 0.0263
C 1.531566 2.555323 -7.828982 -0.0018 -0.0055 -0.0188
C 1.346977 1.179395 -7.721561 -0.0025 0.0044 -0.0118
C 1.349267 0.594191 -6.469403 0.0164 0.0015 0.0224
C 1.534685 1.346654 -5.309491 -0.0340 -0.0084 -0.0116
C 1.525407 0.693447 -3.965242 -0.0761 -0.0867 -0.0531
O 1.701643 1.445451 -2.938862 0.0486 0.2684 0.1239
N 1.305991 -0.596093 -3.930536 -0.0224 0.0354 0.0490
N 1.457594 -1.122738 -2.662033 -0.2142 0.1073 -0.0184
C 0.809203 -2.202789 -2.466889 0.1609 0.0216 -0.0305
C 0.996255 -3.008334 -1.247258 -0.0315 -0.0653 0.0827
C -0.031546 -3.850530 -0.817897 0.0516 0.0270 0.0053
C 0.153659 -4.604793 0.325188 -0.0025 -0.0035 -0.0003
C 1.359712 -4.506102 1.000885 -0.0520 -0.0133 0.0155
C 2.324170 -3.650114 0.491879 0.0238 0.0178 -0.0110
N 2.164588 -2.922762 -0.608717 -0.0205 -0.0103 -0.0073
H 1.877729 2.929341 -3.584091 0.0408 -0.0034 0.0188
H 1.861480 4.397005 -6.760217 0.0000 0.0007 0.0018
H 1.530789 3.028403 -8.804155 0.0003 0.0042 0.0038
H 1.201090 0.574616 -8.607318 0.0010 -0.0017 0.0028
H 1.205130 -0.471127 -6.351392 -0.0011 0.0007 0.0015
H 0.118412 -2.577229 -3.224951 0.0388 -0.0113 -0.0410
H -0.961613 -3.890334 -1.371184 -0.0006 0.0080 -0.0039
H -0.634919 -5.248427 0.695731 0.0031 0.0009 0.0012
H 1.540310 -5.057571 1.914326 0.0092 0.0057 -0.0017
H 3.275154 -3.535509 1.001017 -0.0055 0.0028 -0.0003
C -1.874574 3.379443 2.153385 -0.0162 0.0132 0.0123
C -1.817320 2.235255 1.185069 0.2145 -0.0136 -0.0962
C -2.960635 2.047736 0.240257 -0.0882 -0.0080 0.0313
O -0.848868 1.496958 1.153460 -0.3195 0.0832 0.0732
H -2.486628 4.193147 1.766119 -0.0028 0.0001 0.0013
H -0.869692 3.735114 2.369615 -0.0023 -0.0150 0.0046
H -2.334009 3.011506 3.075443 -0.0047 0.0274 0.0116
H -3.911634 2.299858 0.711019 -0.0106 -0.0009 -0.0171
H -2.973277 1.028039 -0.138560 -0.0019 0.0040 -0.0078
H -2.798677 2.733984 -0.600293 0.0234 -0.0192 0.0054
O -1.604753 3.789269 -2.362647 -0.0281 0.0920 -0.0105
C -0.622062 4.247305 -1.806460 0.0425 -0.0332 0.0325
N -0.023265 3.706930 -0.704254 -0.1106 0.2059 0.0368
S 1.251042 4.548771 -0.230486 0.2027 0.1304 -0.0447
O 1.111540 5.112701 1.088353 -0.0143 0.0064 -0.0760
O 2.444155 3.720463 -0.426369 -0.1141 0.1328 0.2195
C 1.173721 5.803334 -1.470494 -0.0858 -0.0735 -0.0722
C 1.978928 6.900555 -1.697597 0.0195 0.0103 -0.0303
C 1.657323 7.704806 -2.783724 -0.0063 -0.0143 0.0052
C 0.566491 7.406420 -3.598907 0.0090 -0.0034 0.0094
C -0.232068 6.298934 -3.347812 0.0264 -0.0030 0.0134
C 0.087883 5.499515 -2.266315 -0.0380 0.0246 -0.0458
H 2.828416 7.120372 -1.065273 -0.0046 -0.0095 0.0113
H 2.267945 8.571380 -3.002832 -0.0078 0.0034 -0.0094
H 0.346490 8.046590 -4.443833 0.0011 0.0007 0.0003
H -1.075163 6.042418 -3.975185 0.0003 -0.0012 -0.0017
C -3.245886 -4.942877 4.321229 -0.0010 0.0006 -0.0044
C -1.973614 -4.952884 5.169358 -0.0093 -0.0068 0.0099
C -1.429250 -6.388254 5.189063 -0.0017 0.0038 0.0020
C -2.352800 -4.537390 6.597690 -0.0016 -0.0038 -0.0056
C -0.904437 -4.004433 4.621660 0.0023 -0.0117 0.0148
C 0.321284 -3.903808 5.282386 -0.0025 -0.0149 0.0174
C 1.345559 -3.066721 4.839982 0.0210 0.0303 -0.0266
C 1.115718 -2.321839 3.702655 -0.1232 -0.0701 0.0402
O 1.929507 -1.459344 3.050400 0.0742 0.0697 -0.1515
B 1.231754 -0.960084 1.877595 0.0730 0.1677 0.1434
O -0.052791 -1.632532 1.929836 -0.1418 0.1543 -0.0778
C -0.096671 -2.414065 3.032739 0.1449 -0.1345 0.0203
C -1.114040 -3.238090 3.469578 0.0130 0.0160 -0.0483
H -3.977920 -5.629084 4.753090 -0.0008 -0.0020 0.0008
H -3.048054 -5.265237 3.297018 -0.0004 0.0012 0.0014
H -3.696757 -3.949521 4.286076 0.0003 -0.0011 -0.0003
H -2.188665 -7.080545 5.563371 0.0003 0.0005 0.0050
H -0.549633 -6.471660 5.828055 0.0023 -0.0014 -0.0018
H -1.142347 -6.702190 4.183408 -0.0030 -0.0011 -0.0010
H -3.107361 -5.215625 7.006155 -0.0017 -0.0008 -0.0017
H -2.758896 -3.524140 6.605822 0.0024 0.0007 -0.0001
H -1.486617 -4.554836 7.259614 -0.0007 -0.0024 0.0044
H 0.495699 -4.493310 6.174946 -0.0101 -0.0039 -0.0002
H 2.288271 -3.008572 5.369000 0.0064 0.0135 -0.0120
H -2.036960 -3.282671 2.907892 0.0065 0.0063 -0.0012